This record from the Open Molecules 2025 dataset describes an isolated ion of composition C6H14NO and charge -1. The level of theory is ωB97M-V/def2-TZVPD.

```
22
Properties=species:S:1:pos:R:3:forces:R:3
C -0.3989 -3.0828 1.3107 1.1 2.1 3.8
C -0.0327 -1.5514 1.2709 -0.2 0.9 0.3
N 0.0762 -1.0384 -0.1952 1.8 1.4 3.0
C 1.7053 2.4430 -1.1098 -1.7 3.4 -1.3
C 0.7436 1.3169 -1.4886 1.3 -3.9 2.3
C 0.0452 0.4801 -0.1793 -1.4 3.4 -2.2
C -1.5931 0.9357 0.0107 2.4 -2.5 -4.5
O -1.9639 0.3434 1.0222 -2.7 -1.2 5.4
H -0.8238 -3.3761 2.3614 1.4 0.4 -1.6
H 0.3868 -3.6943 0.9641 1.3 -0.9 0.1
H -1.1753 -3.3651 0.7284 -2.8 -0.1 -2.3
H -0.7902 -0.9444 1.8459 0.2 -0.9 -1.2
H 0.8764 -1.2049 1.8874 -0.5 -1.2 -1.3
H -0.7437 -1.3940 -0.6435 -0.9 0.4 -0.3
H 1.0424 3.3775 -0.8875 1.1 -1.3 0.1
H 2.4269 2.3813 -0.2701 -0.5 -0.7 -0.6
H 2.2235 2.8206 -2.0632 -0.2 -0.7 1.3
H 0.0123 1.4925 -2.2508 -0.5 0.8 -0.3
H 1.4092 0.5495 -1.9073 -0.2 -0.2 -0.3
H 0.5174 1.1375 0.6182 -0.3 -2.1 0.1
H -1.7829 1.9830 -0.1183 0.3 1.7 -0.2
H -2.1605 0.3906 -0.9063 0.9 1.0 -0.4
```
Positions in Å, forces in eV/Å.

## Properties
E_LUMO (eV): 4.00
Charge: -1
HOMO energy (eV): -2.06
Calculated total energy (eV): -9983.2846
Strongest force on any atom (Eh/bohr): 0.1198
SMILES: CCN[C@@H](CC)C[O-]

Per-atom Löwdin charges, elementary charge units: -0.110, -0.266, -0.039, -0.180, -0.242, -0.250, -0.568, -0.289, 0.096, 0.028, 0.003, 0.074, 0.104, 0.057, 0.078, 0.059, 0.065, 0.068, 0.066, 0.115, 0.049, 0.082

This record from the Open Molecules 2025 dataset describes one molecule with the formula C6H14NO. The level of theory is ωB97M-V/def2-TZVPD.

```
22
Properties=species:S:1:pos:R:3:forces:R:3
C 0.0039 0.0829 2.1072 1.7 0.9 0.9
O 0.8894 0.6735 3.1311 -0.6 -0.4 -0.6
C 0.8484 0.0469 0.8608 1.2 -1.5 0.7
C 0.3439 -0.6656 -0.3736 0.2 0.9 -1.4
C -0.7731 0.1076 -1.0622 -0.1 -0.6 1.0
C -1.1483 -0.0652 -2.3200 0.2 0.5 0.4
C -2.1719 0.8119 -2.9284 -1.3 2.0 -1.0
N 2.1918 -0.9126 1.3865 -1.6 1.3 -0.6
H -0.8286 0.7952 2.0456 -0.4 -0.7 -0.3
H -0.1692 -0.9410 2.4503 -1.0 0.3 -0.3
H 0.3339 1.2798 3.6231 0.1 0.1 0.3
H 1.3344 1.0029 0.6822 -0.3 0.0 -0.2
H 1.1606 -0.5989 -1.1118 0.0 -0.5 0.4
H 0.0962 -1.7211 -0.2556 0.0 0.1 0.4
H -1.3138 0.7843 -0.3977 0.0 0.2 -0.4
H -0.6451 -0.8097 -2.9298 0.0 0.1 -0.1
H -2.1485 0.9130 -4.0147 0.2 -0.8 -0.1
H -3.2285 0.6615 -2.6754 0.2 -0.8 0.1
H -2.1050 1.8968 -2.6967 0.6 -0.6 0.6
H 2.6154 -1.3760 0.5688 0.4 -0.2 -0.1
H 1.8231 -1.6343 2.0280 0.3 -0.4 0.2
H 2.8908 -0.3323 1.8823 0.2 -0.1 0.1
```
Positions in Å, forces in eV/Å.

## Properties
E_LUMO (spin up / spin down) (eV): 0.68 / 0.58
Charge: 0
HOMO energy (spin up / spin down) (eV): -3.28 / -9.68
Calculated total energy (eV): -9981.7887
Multiplicity: 2
Strongest force on any atom (Eh/bohr): 0.0507

Per-atom Löwdin charges, elementary charge units: -0.231, -0.131, -0.265, -0.209, -0.121, -0.164, -0.131, 0.101, 0.120, 0.110, 0.069, 0.122, 0.105, 0.112, 0.110, 0.110, 0.066, 0.075, 0.081, 0.013, 0.021, 0.035

This record from the Open Molecules 2025 dataset describes an isolated ion of composition C6H14NO and charge +1. The level of theory is ωB97M-V/def2-TZVPD.

```
22
Properties=species:S:1:pos:R:3:forces:R:3
O 1.4627 2.5442 -1.3012 0.2 -0.1 -0.2
C 1.6850 1.6345 -0.5525 0.0 0.2 0.0
C 1.0543 0.2761 -0.8768 -0.8 -0.2 -0.9
C -0.4623 0.3826 -0.7603 -0.2 0.6 1.6
C -0.7732 0.5047 0.7808 -0.4 0.1 -0.1
C -1.7371 -0.5683 1.3499 0.6 -0.1 -0.7
C -0.9755 -1.5873 2.2007 -0.4 -0.4 -0.9
N 1.4669 -0.0621 -2.3225 -0.3 0.3 0.4
H 2.3177 1.7682 0.3305 -0.1 -0.2 0.2
H 1.3270 -0.5667 -0.2697 0.7 -0.2 0.3
H -1.0280 -0.4675 -1.1401 0.4 -0.2 -0.3
H -0.8326 1.3077 -1.1963 0.1 -0.1 -0.5
H -1.1955 1.4910 0.9369 -0.1 0.2 0.1
H 0.1377 0.5026 1.3882 0.1 -0.1 -0.2
H -2.1787 -1.0810 0.4904 -0.2 -0.1 0.2
H -2.5630 -0.0877 1.8451 -0.2 0.1 0.5
H -0.4046 -2.2023 1.4946 0.5 0.2 0.2
H -0.3327 -1.0985 2.9262 0.0 -0.2 0.2
H -1.6143 -2.3408 2.6563 -0.2 0.3 0.4
H 1.7534 0.7809 -2.8164 0.1 0.4 0.0
H 2.2427 -0.7230 -2.3355 -0.1 -0.2 -0.2
H 0.6499 -0.4073 -2.8286 0.2 -0.4 0.0
```
Positions in Å, forces in eV/Å.

## Properties
E_LUMO (eV): -4.01
Charge: +1
HOMO energy (eV): -14.83
Calculated total energy (eV): -9979.1385
Strongest force on any atom (Eh/bohr): 0.0333
SMILES: CCCC[C@@H]([NH3+])C=O

Per-atom Löwdin charges, elementary charge units: 0.115, -0.179, -0.227, -0.135, -0.179, -0.238, -0.096, 0.248, 0.147, 0.148, 0.119, 0.123, 0.114, 0.103, 0.099, 0.103, 0.072, 0.076, 0.077, 0.160, 0.178, 0.172

This record from the Open Molecules 2025 dataset describes an isolated ion of composition C6H14NO and charge +1. The level of theory is ωB97M-V/def2-TZVPD.

```
22
Properties=species:S:1:pos:R:3:forces:R:3
C 0.7649 -1.2013 1.4690 -0.4 0.7 1.3
O 0.5820 -1.4094 2.8797 -0.2 -0.1 0.1
C 0.1895 0.1913 1.2172 -0.3 -0.6 -0.1
C 0.4452 0.7327 -0.1662 0.7 -0.2 -0.8
C -0.2430 -0.0311 -1.2848 -0.2 0.5 0.8
C -0.8380 0.5926 -2.2939 -0.3 -0.7 0.1
C -1.5278 -0.1694 -3.3867 -0.1 -0.9 0.0
N 0.8109 1.0582 2.2796 0.0 0.1 0.2
H 0.1913 -1.9009 0.8705 0.5 -0.3 -0.2
H 1.8466 -1.1527 1.3427 0.0 -0.5 -0.8
H 0.2113 -2.2653 3.1302 0.1 0.1 -0.4
H -0.8680 0.1181 1.4676 -0.1 0.4 -0.1
H 0.2516 1.8059 -0.2491 -0.2 -0.1 0.1
H 1.5124 0.6138 -0.3695 0.3 0.1 0.2
H -0.2318 -1.1187 -1.1867 0.0 0.2 -0.3
H -0.8379 1.6743 -2.3112 0.0 0.1 -0.1
H -1.9984 0.4219 -4.1472 0.0 0.6 -0.3
H -0.8232 -0.8503 -3.8706 0.0 0.2 -0.1
H -2.3278 -0.8328 -3.0287 0.2 0.3 0.3
H 0.5318 2.0347 2.2050 -0.1 0.1 0.0
H 1.8315 1.0121 2.2443 0.0 0.1 -0.1
H 0.5270 0.6763 3.1888 0.1 0.0 0.0
```
Positions in Å, forces in eV/Å.

## Properties
E_LUMO (eV): -3.30
Charge: +1
HOMO energy (eV): -12.75
Calculated total energy (eV): -9979.4574
Strongest force on any atom (Eh/bohr): 0.0298
SMILES: C/C=C/C[C@H]([NH3+])CO

Per-atom Löwdin charges, elementary charge units: -0.164, -0.066, -0.293, -0.159, -0.115, -0.134, -0.090, 0.227, 0.135, 0.139, 0.117, 0.168, 0.125, 0.127, 0.114, 0.109, 0.066, 0.084, 0.087, 0.178, 0.179, 0.164

This record from the Open Molecules 2025 dataset describes an isolated ion of composition C6H14NO and charge +1. The level of theory is ωB97M-V/def2-TZVPD.

```
22
Properties=species:S:1:pos:R:3:forces:R:3
O 1.7538 2.6651 0.4324 0.1 0.2 0.1
C 1.1159 2.1997 -0.4684 -0.1 -0.4 -0.3
C 1.0142 0.6850 -0.6289 0.2 -0.2 0.2
C -0.4008 0.1156 -0.3448 0.4 -0.1 0.3
C -1.2101 0.9449 0.6536 -0.4 0.0 -0.5
C -0.3495 -1.3660 0.0881 -0.4 0.4 -0.9
C -1.6801 -2.0823 -0.1792 -0.5 -0.3 0.2
N 2.0499 0.1309 0.3227 -0.1 0.2 0.6
H 0.5874 2.8051 -1.2164 -0.1 0.1 0.0
H 1.3368 0.3782 -1.6208 0.0 0.0 -0.2
H -0.8982 0.1532 -1.3099 -0.1 0.1 -0.2
H -0.9404 0.8043 1.6956 0.3 -0.1 0.1
H -2.2535 0.6402 0.5449 0.0 0.1 0.2
H -1.1703 2.0085 0.4272 -0.1 0.1 0.0
H -0.1074 -1.3955 1.1457 0.2 -0.2 0.2
H 0.3924 -1.9028 -0.5172 0.2 0.1 0.3
H -2.0351 -2.6053 0.7072 0.1 -0.1 0.0
H -1.5807 -2.8219 -0.9726 0.1 0.0 0.0
H -2.5080 -1.4310 -0.4764 0.3 0.2 0.0
H 2.9995 0.4095 0.0573 -0.1 -0.1 -0.1
H 1.9009 0.5500 1.2542 0.0 -0.1 -0.2
H 1.9834 -0.8852 0.4057 0.0 0.0 -0.1
```
Positions in Å, forces in eV/Å.

## Properties
E_LUMO (eV): -3.46
Charge: +1
HOMO energy (eV): -14.80
Calculated total energy (eV): -9979.7266
Strongest force on any atom (Eh/bohr): 0.0211
SMILES: CC[C@@H](C)[C@H]([NH3+])C=O

Per-atom Löwdin charges, elementary charge units: 0.106, -0.192, -0.199, -0.328, -0.035, -0.225, -0.074, 0.225, 0.154, 0.165, 0.149, 0.096, 0.093, 0.082, 0.111, 0.114, 0.083, 0.082, 0.080, 0.183, 0.177, 0.153

This record from the Open Molecules 2025 dataset describes an isolated ion of composition C6H14NO2 and charge +1. The level of theory is ωB97M-V/def2-TZVPD.

```
23
Properties=species:S:1:pos:R:3:forces:R:3
C 0.6834 0.1243 0.2444 3.8 -1.2 4.1
C 0.2532 -1.3535 0.2343 1.0 -1.3 -1.0
C 0.7679 -2.0710 -1.0134 0.9 0.7 2.1
C -1.1687 -1.7448 0.3447 0.7 0.7 0.2
C 0.6288 2.4867 0.6767 2.6 0.3 -0.5
C -1.0164 1.4363 -0.9329 1.6 0.7 -1.3
N -0.1618 1.3059 0.2662 -1.9 0.4 2.7
O 1.3100 -0.4166 1.7795 -1.2 3.9 -2.3
O 1.0069 -1.7230 1.3920 -0.6 -1.2 -0.9
H 1.6868 0.4719 -0.1894 -1.7 -1.0 -0.1
H 1.8273 -2.1067 -1.0717 1.0 0.8 -0.4
H 0.2378 -1.7106 -1.8173 -0.6 1.1 -2.3
H 0.5517 -3.0791 -0.9968 -1.0 -2.3 0.5
H -1.7490 -1.3624 1.1068 -1.2 2.1 1.5
H -1.2416 -2.7264 0.6741 0.5 -2.3 -0.1
H -1.5635 -1.6487 -0.6111 -1.5 0.1 -1.5
H 1.6717 2.4209 0.1915 -1.8 0.7 0.5
H 0.0578 3.3903 0.5495 0.0 0.3 -0.8
H 0.7687 2.4355 1.7451 0.3 -0.4 0.4
H -1.9863 1.5402 -0.6055 -2.2 0.5 0.6
H -0.6861 2.3270 -1.4573 -0.1 -0.1 -0.3
H -1.0104 0.5712 -1.5676 0.5 -0.4 -0.2
H -0.8682 1.4325 1.0579 1.0 -1.9 -0.9
```
Positions in Å, forces in eV/Å.

## Properties
E_LUMO (eV): -3.78
Charge: +1
HOMO energy (eV): -13.06
Calculated total energy (eV): -12021.1367
Strongest force on any atom (Eh/bohr): 0.1110
SMILES: C[NH+](C)[C@H]1OOC1(C)C

Per-atom Löwdin charges, elementary charge units: -0.005, -0.497, 0.019, 0.008, 0.023, 0.058, -0.161, -0.024, -0.044, 0.190, 0.102, 0.070, 0.081, 0.082, 0.098, 0.080, 0.151, 0.113, 0.113, 0.092, 0.121, 0.107, 0.224